Record 1
ORCA calculation (ωB97M-V/def2-TZVPD) on a structure of composition C28H38I2N4O3Ti.

Geometry as ORCA input:
```
! RIJCOSX wB97M-V def2-TZVPD def2/J DEFGRID3
* xyz 0 1
Ti 0.98 -0.43 -0.35
N -1.34 1.29 2.13
C -0.62 2.04 3.18
C 0.40 1.17 3.94
C 1.70 0.85 3.17
N 1.56 -0.16 2.09
C 2.32 2.13 2.61
C 1.36 3.01 1.83
N 1.06 2.39 0.53
C 0.09 3.28 2.64
H -0.68 0.67 1.68
H -1.26 1.63 0.00
H -2.02 0.67 2.55
H -1.38 2.37 3.88
H -0.08 0.25 4.27
H 0.70 1.71 4.84
H 2.39 0.45 3.92
H 1.28 -1.04 2.49
H 2.50 -0.31 1.70
H 3.18 1.87 1.98
H 2.71 2.72 3.45
H 1.86 3.98 1.69
H 1.93 2.18 0.05
H 0.54 3.04 -0.05
H -0.62 3.86 2.03
H 0.37 3.91 3.49
I 5.96 0.66 -0.06
C 4.74 0.34 -1.73
C 5.28 0.24 -3.02
C 4.46 0.06 -4.10
I 5.34 -0.05 -6.00
C 3.06 -0.04 -3.94
C 2.12 -0.15 -4.98
C 0.78 -0.18 -4.70
C 0.35 -0.17 -3.37
N 1.19 -0.12 -2.36
C 2.54 0.00 -2.62
C 3.38 0.24 -1.49
O 2.84 0.38 -0.31
H 6.35 0.32 -3.16
H 2.46 -0.19 -6.01
H 0.04 -0.22 -5.49
H -0.70 -0.20 -3.13
C -3.00 2.96 -1.00
C -2.01 2.09 -1.74
O -2.00 1.94 -2.93
O -1.11 1.48 -0.96
H -2.50 3.86 -0.64
H -3.41 2.43 -0.13
H -3.81 3.24 -1.67
C -0.97 -3.90 0.08
C -1.50 -2.48 -0.19
C -1.71 -2.36 -1.71
C -0.53 -1.44 0.36
C -2.86 -2.24 0.48
C -3.57 -3.22 1.19
C -4.80 -2.93 1.77
C -5.35 -1.66 1.67
C -4.65 -0.68 0.98
C -3.42 -0.97 0.40
H -0.04 -4.05 -0.47
H -1.69 -4.66 -0.26
H -0.78 -4.06 1.14
H -0.76 -2.52 -2.22
H -2.09 -1.37 -1.97
H -2.42 -3.10 -2.07
H -0.62 -1.51 1.46
H -3.16 -4.21 1.29
H -5.32 -3.71 2.31
H -6.31 -1.44 2.12
H -5.07 0.32 0.89
H -2.88 -0.19 -0.13
C 2.13 -2.27 -0.31
H 2.04 -2.78 -1.27
H 1.85 -2.98 0.47
H 3.19 -2.04 -0.18
*
```

## Properties
**Orbital gap (alpha / beta)**: 5.848 / 5.849 eV
**Energy above the lowest of the compared OMol25 structures with the same formula, charge and spin**: 189.9 kJ/mol
**HOMO energy (alpha / beta)**: -6.46 / -6.46 eV



Record 2
ORCA calculation (ωB97M-V/def2-TZVPD) on a cluster of 2 separate species, C28H38N4OP in total.

Geometry as ORCA input:
```
! RIJCOSX wB97M-V def2-TZVPD def2/J DEFGRID3
* xyz 1 1
C 1.57 -5.02 -0.10
N 2.71 -4.14 -0.09
C 3.98 -4.61 -0.50
C 4.85 -3.49 -0.22
N 4.04 -2.49 0.33
C 4.61 -1.22 0.80
C 2.75 -2.83 0.24
C 1.60 -1.97 0.74
C 0.29 -2.17 0.17
C -0.90 -1.55 0.76
C -2.05 -2.57 0.95
C -2.55 -2.94 2.20
C -3.54 -3.92 2.33
C -4.12 -4.53 1.20
C -3.57 -4.20 -0.03
C -2.55 -3.25 -0.16
O 1.76 -0.97 1.55
H 0.78 -4.69 0.58
H 1.09 -5.09 -1.08
H 1.93 -6.00 0.21
H 4.21 -5.55 -0.87
H 5.86 -3.39 -0.31
H 3.90 -0.70 1.44
H 5.51 -1.47 1.38
H 4.92 -0.57 -0.03
H 0.12 -2.85 -0.65
H -0.70 -1.14 1.76
H -2.14 -2.47 3.14
H -3.96 -4.19 3.30
H -4.89 -5.32 1.29
H -3.98 -4.66 -0.92
H -2.12 -3.03 -1.13
C -3.15 2.98 2.10
C -2.90 3.08 0.61
C -3.95 2.25 -0.15
C -3.00 4.53 0.16
N -1.55 2.56 0.31
P -1.27 1.27 -0.74
H -0.99 -0.57 0.14
N 0.29 1.77 -1.06
C 1.05 1.30 -2.24
C 1.51 2.49 -3.07
C 0.15 0.40 -3.10
C 2.26 0.51 -1.77
C 0.73 2.75 -0.14
C -0.35 3.21 0.65
C -0.23 4.26 1.53
C 1.05 4.83 1.57
C 2.11 4.35 0.79
C 2.00 3.28 -0.09
H -2.44 3.54 2.69
H -4.15 3.40 2.29
H -3.14 1.94 2.44
H -3.83 2.35 -1.24
H -3.94 1.20 0.17
H -4.97 2.64 0.08
H -2.78 4.64 -0.90
H -4.02 4.89 0.33
H -2.34 5.18 0.73
H 2.23 3.11 -2.53
H 2.01 2.15 -3.98
H 0.66 3.11 -3.37
H -0.15 -0.50 -2.55
H -0.72 0.96 -3.48
H 0.71 0.06 -3.99
H 1.96 -0.32 -1.11
H 2.75 0.11 -2.67
H 2.97 1.11 -1.21
H -1.08 4.66 2.12
H 1.19 5.69 2.21
H 3.07 4.85 0.85
H 2.84 2.93 -0.70
*
```

## Properties
**Orbital gap**: 5.664 eV
**HOMO energy**: -9.16 eV



Record 3
ORCA calculation (ωB97M-V/def2-TZVPD) on a structure of composition C28H38N4P2Sn.

Geometry as ORCA input:
```
! RIJCOSX wB97M-V def2-TZVPD def2/J DEFGRID3
* xyz 2 1
Sn -0.15 3.37 1.67
C 2.99 -1.59 5.10
C 2.96 -0.83 4.02
C 1.98 -0.83 2.86
C 0.51 -0.37 3.08
C -0.48 -1.25 3.81
C -0.22 -2.49 4.28
C 1.13 -3.22 4.39
C 1.97 -2.61 5.53
C -1.35 3.39 3.50
H 3.74 -1.38 5.88
H 3.49 0.18 4.07
H 2.02 -1.79 2.33
H 2.35 -0.13 2.11
H 0.47 0.61 3.59
H 0.07 -0.15 2.09
H -1.52 -0.85 3.89
H -1.02 -3.00 4.84
H 1.66 -3.28 3.43
H 0.91 -4.26 4.71
H 1.26 -2.17 6.23
H 2.55 -3.33 6.06
H -0.73 3.78 4.34
H -1.62 2.34 3.68
H -2.23 4.04 3.33
P -2.00 0.56 -1.27
P 1.24 0.99 -2.12
N -2.81 -0.91 -0.84
N -3.39 1.18 -2.29
N 1.80 -0.68 -2.02
N 2.41 1.51 -3.38
C -1.15 -0.29 -2.67
C -0.10 0.60 -3.34
C -3.33 -1.15 0.43
C -4.14 -2.28 0.37
C -4.14 -2.76 -0.98
C -3.33 -1.89 -1.70
C -3.98 2.42 -1.99
C -4.84 2.75 -3.03
C -4.79 1.69 -4.00
C -3.95 0.72 -3.48
C 2.11 -1.35 -0.83
C 2.31 -2.70 -1.08
C 2.15 -2.90 -2.49
C 1.83 -1.66 -3.03
C 3.18 0.88 -4.37
C 3.95 1.84 -5.02
C 3.58 3.11 -4.48
C 2.61 2.89 -3.51
H -1.88 -0.54 -3.45
H -0.70 -1.21 -2.27
H 0.30 0.09 -4.22
H -0.52 1.58 -3.67
H -3.05 -0.51 1.24
H -4.70 -2.70 1.20
H -4.68 -3.59 -1.40
H -3.08 -1.93 -2.76
H -3.75 2.90 -1.06
H -5.46 3.65 -3.07
H -5.31 1.67 -4.96
H -3.76 -0.27 -3.86
H 2.16 -0.78 0.10
H 2.56 -3.47 -0.34
H 2.31 -3.84 -3.04
H 1.62 -1.43 -4.07
H 3.15 -0.18 -4.54
H 4.72 1.65 -5.76
H 4.00 4.08 -4.76
H 2.04 3.57 -2.90
C 1.77 3.60 2.82
H 2.60 3.16 2.25
H 1.69 3.08 3.77
H 2.03 4.66 3.02
*
```

## Properties
**Orbital gap (alpha / beta)**: 2.801 / 2.833 eV
**Energy above the lowest of the compared OMol25 structures with the same formula, charge and spin**: 120.4 kJ/mol
**HOMO energy (alpha / beta)**: -12.26 / -12.25 eV



Record 4
ORCA calculation (ωB97M-V/def2-TZVPD) on a cluster of 2 separate species, C28H38N6O2 in total.

Geometry as ORCA input:
```
! RIJCOSX wB97M-V def2-TZVPD def2/J DEFGRID3
* xyz 0 1
C 1.19 -2.72 3.00
C 0.55 -1.37 3.06
C -0.77 -1.20 2.72
C -1.40 0.09 2.85
O -0.80 1.18 2.85
N -2.79 0.11 2.94
C -3.51 1.36 2.99
C -3.65 -1.05 3.03
N 1.25 -0.25 3.40
N 2.37 -0.37 4.00
C 3.14 0.84 3.95
N 4.33 0.50 4.56
O 2.87 1.90 3.43
H 0.43 -3.51 3.02
H 1.75 -2.84 2.06
H 1.90 -2.86 3.82
H -1.34 -2.08 2.46
H -2.83 2.21 3.04
H -4.16 1.46 2.11
H -4.17 1.36 3.87
H -3.08 -1.97 3.11
H -4.30 -0.95 3.91
H -4.30 -1.10 2.13
H 4.20 -0.29 5.19
H 4.86 1.30 4.86
C -5.30 3.80 -1.10
C -4.04 3.07 -1.44
C -2.83 3.77 -1.49
C -1.63 3.13 -1.80
C -0.37 3.94 -1.82
C -1.67 1.74 -2.06
N -0.46 1.06 -2.38
C 0.13 0.14 -1.57
N 1.30 -0.23 -2.14
C 2.18 -1.16 -1.53
C 1.65 -2.41 -1.15
C 0.22 -2.76 -1.37
C 2.52 -3.34 -0.58
C 3.87 -3.05 -0.38
C 4.75 -4.09 0.23
C 4.36 -1.80 -0.74
C 3.54 -0.84 -1.33
C 4.10 0.50 -1.69
C 1.35 0.15 -3.58
C 0.11 0.99 -3.77
C -2.87 1.03 -2.02
C -2.93 -0.43 -2.33
C -4.05 1.71 -1.71
H -6.14 3.09 -1.12
H -5.22 4.26 -0.10
H -5.47 4.60 -1.83
H -2.82 4.84 -1.29
H 0.51 3.34 -2.06
H -0.45 4.75 -2.55
H -0.22 4.41 -0.85
H 0.06 -3.81 -1.07
H -0.44 -2.13 -0.77
H -0.08 -2.69 -2.43
H 2.13 -4.33 -0.32
H 5.77 -3.70 0.34
H 4.36 -4.39 1.22
H 4.76 -4.98 -0.41
H 5.42 -1.56 -0.57
H 5.15 0.51 -1.39
H 4.06 0.70 -2.77
H 3.60 1.31 -1.15
H 2.27 0.69 -3.80
H 1.31 -0.76 -4.19
H -0.61 0.47 -4.42
H 0.29 2.00 -4.14
H -3.98 -0.75 -2.28
H -2.57 -0.66 -3.34
H -2.36 -1.03 -1.60
H -4.99 1.16 -1.69
*
```

## Properties
**Orbital gap**: 7.118 eV
**Energy above the lowest of the compared OMol25 structures with the same formula, charge and spin**: 270.6 kJ/mol
**HOMO energy**: -7.96 eV



Record 5
ORCA calculation (ωB97M-V/def2-TZVPD) on a structure of composition C28H39AsFeN2S.

Geometry as ORCA input:
```
! RIJCOSX wB97M-V def2-TZVPD def2/J DEFGRID3
* xyz 1 2
Fe -0.46 0.27 0.99
S -1.28 -1.85 1.41
C -0.62 -3.03 0.29
C -0.73 -4.38 0.60
C -0.23 -5.33 -0.26
C 0.39 -4.95 -1.44
C 0.51 -3.60 -1.75
C 0.00 -2.62 -0.90
As 0.17 -0.71 -1.27
C 1.23 -0.80 -2.93
C 0.67 -1.11 -4.17
C 1.48 -1.22 -5.29
C 2.85 -1.03 -5.18
C 3.42 -0.75 -3.95
C 2.61 -0.63 -2.83
C -1.60 -0.28 -2.02
C -1.73 0.75 -2.95
C -2.98 1.15 -3.38
C -4.12 0.54 -2.88
C -4.00 -0.48 -1.96
C -2.75 -0.89 -1.53
H -1.22 -4.68 1.52
H -0.32 -6.38 -0.01
H 0.78 -5.69 -2.12
H 1.01 -3.30 -2.66
H -0.40 -1.26 -4.25
H 1.04 -1.46 -6.24
H 3.47 -1.11 -6.06
H 4.49 -0.63 -3.86
H 3.05 -0.41 -1.86
H -0.84 1.22 -3.36
H -3.06 1.95 -4.10
H -5.10 0.85 -3.22
H -4.88 -0.96 -1.56
H -2.67 -1.70 -0.82
C 1.07 2.83 0.87
N -0.34 2.69 0.49
C -0.53 3.08 -0.90
C -1.19 3.50 1.36
C -1.44 2.83 2.72
N -1.85 1.43 2.58
C -1.87 0.80 3.91
C -3.14 1.29 1.92
H 1.40 3.87 0.84
H 1.68 2.25 0.17
H 1.22 2.44 1.88
H -0.27 4.13 -1.07
H -1.57 2.92 -1.19
H 0.10 2.45 -1.53
H -2.15 3.66 0.86
H -0.75 4.49 1.54
H -2.21 3.41 3.25
H -0.53 2.85 3.31
H -2.55 1.32 4.59
H -0.87 0.82 4.34
H -2.18 -0.23 3.81
H -3.91 1.94 2.37
H -3.47 0.26 2.00
H -3.04 1.53 0.86
C 3.42 1.11 3.67
C 2.82 -0.30 3.44
C 3.92 -1.26 2.99
C 1.72 -0.23 2.45
H 4.21 1.04 4.42
H 2.66 1.80 4.04
H 3.84 1.50 2.75
H 2.41 -0.64 4.40
H 4.38 -0.93 2.06
H 3.51 -2.25 2.84
H 4.70 -1.32 3.74
H 1.93 -0.42 1.40
H 0.70 -0.14 2.82
*
```

## Properties
**Orbital gap (alpha / beta)**: 4.447 / 4.706 eV
**HOMO energy (alpha / beta)**: -9.67 / -9.67 eV
**⟨S²⟩**: 0.85



Record 6
ORCA calculation (ωB97M-V/def2-TZVPD) on a structure of composition C28H39ClN3O2PS2Se2Y.

Geometry as ORCA input:
```
! RIJCOSX wB97M-V def2-TZVPD def2/J DEFGRID3
* xyz -1 1
Y 1.40 0.58 -0.76
N 1.87 -0.19 1.58
C 2.39 0.82 2.51
C 3.31 1.80 1.80
N 2.71 2.35 0.58
C 1.94 3.58 0.71
C 0.52 3.32 1.21
N -0.10 2.19 0.50
H 1.01 -0.59 1.95
H 2.51 -0.96 1.43
H 2.93 0.36 3.35
H 1.52 1.32 2.94
H 4.21 1.27 1.49
H 3.60 2.60 2.50
H 3.46 2.48 -0.10
H 1.88 4.02 -0.29
H 2.43 4.30 1.37
H -0.06 4.24 1.10
H 0.54 3.07 2.27
H -0.79 2.52 -0.17
H -0.60 1.63 1.18
O 2.16 -2.90 0.28
C 2.95 -3.67 -0.60
C 3.81 -2.87 -1.59
C 4.85 -3.88 -2.11
O 5.74 -3.35 -3.08
C 4.59 -1.76 -0.83
Se 4.19 0.12 -1.23
C 3.02 -2.38 -2.81
Se 1.17 -1.74 -2.54
H 1.42 -2.56 -0.26
H 2.31 -4.37 -1.17
H 3.61 -4.27 0.03
H 4.32 -4.76 -2.52
H 5.48 -4.23 -1.28
H 5.23 -2.79 -3.67
H 5.65 -1.87 -1.05
H 4.45 -1.91 0.25
H 2.91 -3.21 -3.51
H 3.56 -1.57 -3.30
Cl 0.60 5.25 -2.24
C -0.43 3.83 -2.28
C -1.77 4.01 -2.02
C -2.65 2.93 -2.05
C -2.15 1.68 -2.41
C -0.80 1.51 -2.68
C 0.15 2.57 -2.58
C 1.55 2.28 -2.61
H -2.13 5.00 -1.78
H -3.70 3.06 -1.81
H -2.81 0.82 -2.46
H -0.44 0.54 -3.00
H 2.24 3.11 -2.69
H 1.81 1.45 -3.27
S -1.24 0.28 3.10
P -2.08 -0.60 1.53
S -0.95 -1.12 -0.05
C -2.95 -2.11 2.10
C -3.89 -1.98 3.13
C -4.58 -3.09 3.58
C -4.33 -4.34 3.02
C -3.40 -4.47 2.01
C -2.71 -3.35 1.54
C -3.48 0.42 0.93
C -4.26 -0.06 -0.13
C -5.33 0.67 -0.59
C -5.63 1.90 -0.02
C -4.86 2.39 1.02
C -3.78 1.65 1.49
H -4.06 -1.01 3.57
H -5.30 -2.99 4.38
H -4.87 -5.21 3.38
H -3.20 -5.44 1.57
H -1.98 -3.44 0.75
H -4.01 -1.02 -0.58
H -5.93 0.29 -1.41
H -6.47 2.48 -0.39
H -5.08 3.35 1.46
H -3.18 2.01 2.31
*
```

## Properties
**Orbital gap**: 6.819 eV
**Energy above the lowest of the compared OMol25 structures with the same formula, charge and spin**: 47.4 kJ/mol
**HOMO energy**: -4.40 eV